{"formula": "C28H27FMoN4S2Si", "method": "ωB97M-V/def2-TZVPD", "spin_multiplicity": 3, "homo_energy_ha": [-0.509, -0.519], "homo_lumo_gap_ev": [6.90, 6.85], "charge": 2, "symbols": ["Mo", "S", "C", "C", "C", "C", "C", "C", "C", "C", "C", "N", "H", "H", "H", "H", "H", "H", "C", "Si", "C", "C", "N", "C", "C", "C", "C", "C", "C", "F", "H", "H", "H", "H", "H", "H", "H", "H", "H", "H", "H", "H", "H", "S", "C", "C", "C", "N", "C", "C", "C", "C", "C", "N", "C", "C", "H", "H", "H", "H", "H", "H", "H", "H"], "positions_angstrom": [[0.5921, -0.2896, -1.4361], [4.8833, 0.6402, -1.3035], [4.8480, -1.0321, -1.6434], [3.5901, -1.5055, -1.8615], [2.6030, -0.4851, -1.7567], [3.1833, 0.7448, -1.4662], [2.4251, 1.9872, -1.4540], [2.9842, 3.2558, -1.4090], [2.1608, 4.3626, -1.5128], [0.7909, 4.1862, -1.6621], [0.2874, 2.9055, -1.6693], [1.0761, 1.8225, -1.5477], [5.7712, -1.5906, -1.6574], [3.3905, -2.5403, -2.0875], [4.0558, 3.3706, -1.3220], [2.5867, 5.3569, -1.4935], [0.1197, 5.0255, -1.7677], [-0.7715, 2.7227, -1.7673], [-1.7014, 1.0346, -3.7235], [-2.3016, 0.0568, -2.2491], [-2.2718, 0.9665, -0.6016], [-4.0388, -0.5300, -2.5052], [-1.0120, -1.2017, -1.9937], [-1.1186, -2.5927, -2.2119], [-2.2379, -3.2997, -2.6497], [-2.1718, -4.6819, -2.7582], [-1.0158, -5.3842, -2.4417], [0.1152, -4.7055, -2.0051], [-0.0015, -3.3457, -1.9140], [1.0714, -2.5578, -1.5047], [-2.1399, 2.0331, -3.7802], [-2.0053, 0.4990, -4.6270], [-0.6147, 1.1461, -3.7936], [-2.9182, 1.8472, -0.6356], [-1.3111, 1.2998, -0.1973], [-2.6925, 0.2826, 0.1417], [-4.6569, 0.3730, -2.4838], [-4.3944, -1.1861, -1.7104], [-4.2039, -1.0120, -3.4680], [-3.1505, -2.7876, -2.9045], [-3.0439, -5.2212, -3.1008], [-0.9897, -6.4601, -2.5380], [1.0395, -5.2086, -1.7579], [0.2726, -1.0407, 5.1675], [0.4410, -0.8203, 3.4354], [1.1481, 0.2449, 2.8665], [1.2345, 0.3457, 1.5021], [0.6709, -0.5581, 0.6705], [0.0100, -1.6009, 1.2132], [-0.1186, -1.7638, 2.5711], [-0.0249, 0.6480, 5.6653], [-1.3188, 1.1449, 5.6607], [-1.5081, 2.4628, 6.0569], [-0.5191, 3.2639, 6.4382], [0.7111, 2.7636, 6.4667], [1.0149, 1.4594, 6.0949], [1.6274, 0.9893, 3.4860], [1.7895, 1.1515, 1.0409], [-0.4389, -2.3087, 0.5281], [-0.6635, -2.6147, 2.9558], [-2.1572, 0.5279, 5.3678], [-2.5045, 2.8889, 6.0694], [1.4949, 3.4296, 6.8083], [2.0278, 1.0859, 6.1661]], "atomic_forces_ev_per_a": [[0.3877, -0.8404, 1.0391], [-0.0415, 0.0016, 0.0181], [-0.0101, -0.0231, -0.0087], [0.0252, 0.0019, 0.0416], [0.0531, 0.2031, -0.2896], [-0.0268, 0.1042, -0.1620], [-0.0043, 0.0532, -0.0453], [-0.0441, 0.0129, 0.0096], [0.0424, 0.0024, 0.0041], [-0.0400, -0.0325, 0.0015], [0.0029, 0.0343, 0.0803], [-0.0356, -0.1392, -0.1263], [0.0025, -0.0004, 0.0012], [-0.0042, -0.0023, -0.0110], [0.0051, -0.0193, -0.0007], [-0.0076, 0.0043, 0.0013], [0.0014, 0.0050, -0.0008], [0.0065, 0.0094, -0.0153], [-0.0250, -0.0178, -0.0497], [0.0098, 0.1461, 0.0486], [-0.0066, -0.0459, 0.0137], [0.0580, -0.0634, 0.0243], [-0.1107, 0.3775, -0.5849], [0.0052, -0.0344, 0.0561], [0.0525, -0.0095, -0.0079], [-0.0015, 0.0034, -0.0038], [-0.0191, -0.0291, -0.0025], [0.0211, 0.0420, -0.0065], [-0.0597, 0.0048, -0.0587], [-0.0672, -0.0353, 0.2073], [-0.0442, -0.0153, 0.0087], [0.0056, 0.0130, -0.0091], [-0.0070, 0.0229, 0.0579], [0.0006, 0.0067, -0.0182], [0.0128, -0.0213, -0.0264], [-0.0255, 0.0223, 0.0041], [-0.0167, -0.0060, -0.0071], [0.0034, 0.0034, 0.0107], [0.0043, 0.0320, -0.0216], [-0.0052, 0.0025, -0.0091], [-0.0035, 0.0009, -0.0012], [0.0054, 0.0002, -0.0014], [-0.0014, -0.0040, 0.0059], [-0.1776, -0.0458, -0.1151], [0.0251, 0.0555, 0.1453], [-0.0931, 0.0727, -0.0613], [0.0552, -0.0814, 0.0350], [-0.1458, 0.3099, -0.2034], [0.0192, -0.0318, 0.0349], [0.1112, -0.1291, -0.0605], [0.2122, 0.0813, 0.0518], [0.0015, -0.0148, -0.0520], [-0.0313, -0.0060, -0.0135], [0.0082, 0.0112, 0.0102], [0.0098, -0.0056, 0.0121], [0.0007, -0.0481, 0.0540], [-0.0267, 0.0169, 0.0016], [-0.0315, 0.0209, 0.0065], [-0.0079, -0.0039, 0.0115], [-0.0297, 0.0205, 0.0061], [-0.0030, -0.0009, 0.0015], [0.0015, 0.0014, -0.0010], [0.0002, 0.0018, -0.0034], [0.0039, 0.0046, -0.0268]], "nbo_charge": [1.50, 0.56, -0.35, -0.25, -0.28, -0.29, 0.21, -0.22, -0.08, -0.23, 0.08, -0.52, 0.27, 0.25, 0.25, 0.26, 0.26, 0.23, -1.14, 1.75, -1.14, -1.13, -0.90, 0.03, -0.20, -0.18, -0.17, -0.27, 0.39, -0.33, 0.26, 0.28, 0.23, 0.27, 0.22, 0.26, 0.27, 0.26, 0.26, 0.24, 0.25, 0.25, 0.26, 0.38, -0.10, -0.25, 0.07, -0.52, 0.05, -0.19, -0.17, -0.25, 0.05, -0.37, 0.05, -0.27, 0.26, 0.22, 0.22, 0.25, 0.24, 0.21, 0.21, 0.24]}